[1]
2 unconnected molecules or ions with the total composition ClH4NSi in a non-equilibrium geometry, computed with the ωB97M-V functional and the def2-TZVPD basis.

Each line ends with the natural charge from an NBO analysis.
Cartesian coordinates (Å):
1 N -0.5914 0.9904 -0.1799  -1.34
2 Si 0.2396 -0.4438 -0.2077  1.34
3 Cl 2.1126 -0.0315 0.1412  -0.38
4 H -0.3284 1.9490 -0.0757  0.43
5 H -1.6316 1.0128 -0.0049  0.42
6 H 0.1853 -1.6763 -1.0122  -0.15
7 H 0.0138 -1.8006 1.3392  -0.32

Results
Total charge   0

=====

[2]
A molecular structure, C4H12CrN4O16S2 in a non-equilibrium geometry, computed with the ωB97M-V functional and the def2-TZVPD basis.

Each line ends with the Löwdin spin population.
Cartesian coordinates (Å):
1 Cr -0.2630 0.1037 0.2287  3.70
2 S -0.4699 -2.4305 1.1287  0.01
3 O -0.1214 -3.0991 2.3928  0.00
4 O -1.2084 -3.4655 0.3717  0.00
5 O -1.3582 -1.2475 1.3193  0.03
6 O 0.6330 -1.8074 0.3302  0.01
7 S -2.2474 2.8533 -0.0864  0.01
8 O -2.7368 3.2377 1.2710  0.00
9 O -1.1178 1.8577 0.0789  0.05
10 O -3.3900 2.1741 -0.7442  0.00
11 O -1.7697 4.0248 -0.8307  0.00
12 C 1.8283 -1.6443 -2.7185  0.00
13 N 0.8150 -0.5547 -2.8629  0.02
14 O 0.5654 -0.1303 -3.9715  0.05
15 O 0.3912 -0.1057 -1.8270  0.00
16 H 2.2076 -1.6008 -1.7032  0.00
17 H 2.5851 -1.4301 -3.4671  0.00
18 H 1.3005 -2.5729 -2.9173  0.00
19 C 3.4749 2.3769 -1.0779  0.00
20 N 2.4079 2.0060 -0.0965  0.01
21 O 1.8450 2.8687 0.5214  0.01
22 O 2.1544 0.8091 -0.0146  0.01
23 H 3.9000 3.3213 -0.7560  0.00
24 H 3.1156 2.4323 -2.0994  0.00
25 H 4.1605 1.5435 -0.9418  0.00
26 C -3.8027 -1.9784 -0.9084  0.00
27 N -3.0996 -0.9746 -1.7526  0.00
28 O -2.1688 -0.4113 -1.2339  0.02
29 O -3.6170 -0.6624 -2.8136  0.00
30 H -4.7667 -1.5538 -0.6385  0.00
31 H -3.1474 -2.2031 -0.0717  0.00
32 H -4.0257 -2.8574 -1.5108  0.00
33 C 0.9976 0.2038 4.5844  0.00
34 N 1.3230 0.0891 3.1350  0.01
35 O 2.3179 -0.5486 2.8477  0.02
36 O 0.5893 0.5831 2.3156  0.01
37 H -0.0042 0.6294 4.5770  0.00
38 H 1.6739 0.9654 4.9608  0.00
39 H 1.0281 -0.8017 4.9814  0.00

Results
⟨S²⟩   6.013
Multiplicity   5
Total charge   -2

=====

[3]
A single C4H6N2O molecule, computed with the ωB97M-V functional and the def2-TZVPD basis.

Each line ends with the natural charge from an NBO analysis.
Cartesian coordinates (Å):
1 C -2.0360 0.0433 -0.1049  -0.65
2 C -0.5563 -0.0733 0.0337  0.17
3 C 0.4233 -0.3683 -0.8887  -0.40
4 C 1.6269 -0.1531 -0.1835  0.43
5 O 2.8669 -0.2277 -0.7135  -0.67
6 N 1.4319 0.2014 1.0713  -0.36
7 N 0.0839 0.2404 1.1818  -0.35
8 H -2.3828 0.9616 0.3788  0.22
9 H -2.5746 -0.7987 0.3377  0.23
10 H -2.3030 0.1042 -1.1609  0.23
11 H 0.2945 -0.6515 -1.9229  0.23
12 H 3.4562 0.2219 -0.0912  0.49
13 H -0.3308 0.5000 2.0622  0.40

Results
Total charge   0

=====

Here are the calculated energy above the lowest of the compared OMol25 structures with the same formula, charge and spin numbers, same order: 207.92; 35.66; 83.55 (kJ/mol).